Here is the molecule C3H4ClFO2 from the OMol25 dataset. Energies are from the ωB97M-V functional and the def2-TZVPD basis.

Each line ends with the natural charge from an NBO analysis.
Atoms and positions in Å:
O -0.672262 1.540434 -1.271675  -0.53
C -0.269333 0.425526 -1.238142  0.80
O -0.266863 -0.360847 -2.342467  -0.67
C 0.203606 -0.333698 0.034684  -0.58
C -0.003067 0.145059 1.458888  0.22
F -1.297694 -0.033412 1.811356  -0.33
Cl 0.424417 1.860978 1.635601  -0.04
H 0.052344 -1.236913 -2.129706  0.48
H 1.305817 -0.260339 -0.113142  0.25
H -0.113358 -1.370613 -0.002663  0.23
H 0.636393 -0.376173 2.157265  0.18

Cartesian forces (eV/Å) of the 6 atoms listed first:
O 0.2 0.3 -0.2
C -1.2 -0.6 1.3
O 0.1 0.5 0.0
C 1.7 0.5 -0.7
C -0.2 0.9 -0.9
F -0.5 -0.1 0.3

As for the SMILES: O=C(O)C[C@H](F)Cl.

Here is a structure of composition C3H4ClFS from the OMol25 dataset. Energies are from the ωB97M-V functional and the def2-TZVPD basis.

Each line ends with the natural charge from an NBO analysis.
Atoms and positions in Å:
C 0.314299 -0.671447 -0.541636  -0.40
C 0.025692 -0.613887 1.021182  -0.49
C -0.750471 0.295576 0.142038  0.35
H 1.280241 1.707887 -1.346994  0.17
H 0.109990 -1.417986 -1.324505  0.26
H -0.885569 -1.228576 1.404506  0.25
H 0.911082 -0.095589 1.783833  0.30
F -0.606127 1.659481 0.275812  -0.33
S 1.924399 0.281885 -0.674497  -0.08
Cl -2.323534 0.082655 -0.739739  -0.03

Cartesian forces (eV/Å) of the 6 atoms listed first:
C 1.3 3.3 2.3
C -1.8 -0.3 1.5
C 1.2 0.7 -2.7
H 1.5 -3.4 1.5
H -0.2 0.4 0.9
H 2.5 0.0 0.1

Here is the molecule C3H4ClFS from the OMol25 dataset. Energies are from the ωB97M-V functional and the def2-TZVPD basis.

Each line ends with the natural charge from an NBO analysis.
Atoms and positions in Å:
C 2.440180 0.783450 0.657931  -0.70
S 1.796709 -0.640164 -0.367553  0.23
C 0.165420 -0.770452 0.167247  -0.52
C -0.786499 0.059732 -0.064280  0.37
F -0.566597 1.220782 -0.590128  -0.30
Cl -2.470008 -0.151774 0.203292  0.02
H 3.353609 1.096671 0.185972  0.23
H 2.616968 0.449622 1.661790  0.21
H 1.681108 1.545139 0.690188  0.22
H -0.224128 -1.692067 0.632689  0.24

Cartesian forces (eV/Å) of the 6 atoms listed first:
C -0.8 -1.1 -0.4
S 1.1 0.7 0.3
C 0.0 -3.0 1.2
C -1.8 1.0 -0.2
F 0.3 1.8 -0.9
Cl 0.0 -0.3 0.3

As for the SMILES: CS/C=C(\F)Cl.

Across the entries above, HOMO takes the values -10.59; -9.46; -8.84 eV, respectively.
Across the entries above, DFT total energy takes the values -827.2545; -1074.8078; -1074.9143 a.u., respectively.
Across the entries above, gap between HOMO and LUMO takes the values 10.9; 9.7; 9.6 eV, respectively.